A structure of composition C45H62N4OPSZr, computed with the ωB97M-V functional and the def2-TZVPD basis.

Summary:
Kohn-Sham gap = 6.957 eV
Charge = +1
E = -77080.295 eV
ΔE to the lowest compared entry with this formula, charge and spin = 10.1 kcal per mole

Last column: Mulliken charge in e.
Atoms and positions in Å:
Zr 0.2618 -0.9968 0.0394  -2.872
C 0.5628 -3.1767 -1.2026  -0.614
C -0.1616 -3.4702 -0.0302  -0.350
C 0.6709 -3.2252 1.0775  -1.332
C 1.9154 -2.7814 0.5823  -0.334
C 1.8475 -2.7524 -0.8233  -0.759
H 0.1812 -3.2289 -2.2098  0.477
H -1.1804 -3.8080 0.0140  0.737
H 0.3913 -3.3350 2.1126  0.886
H 2.7693 -2.5170 1.1804  0.910
H 2.6357 -2.4354 -1.4821  0.690
C -2.9219 -3.2709 -2.4370  -1.623
C -3.4702 -2.3329 -1.3572  0.718
C -3.8963 -3.0901 -0.1016  -1.719
P -2.2817 -0.9452 -1.0715  2.228
C -2.4393 0.0346 -2.6469  0.922
C -1.9705 1.4697 -2.4334  -1.478
C -3.7892 0.0065 -3.3694  -1.917
C -2.9038 0.0659 0.2888  -0.465
C -3.9856 0.9462 0.1512  -0.420
C -4.3698 1.8088 1.1568  0.782
C -5.5490 2.7288 1.0120  -2.013
C -3.6086 1.7891 2.3312  -1.480
C -2.5539 0.9237 2.4943  0.244
C -2.1796 0.0082 1.4928  -0.762
N -1.1456 -0.9302 1.6901  1.760
C -0.9808 -1.3256 3.0559  -0.253
C -2.0914 -1.8074 3.7775  1.055
C -3.4455 -2.0082 3.1551  -1.239
C -1.9743 -2.1026 5.1280  -0.860
C -0.7843 -1.9558 5.8229  0.535
C -0.6759 -2.2901 7.2843  -1.612
C 0.3108 -1.5180 5.0981  -0.947
C 0.2430 -1.2111 3.7404  0.778
C 1.5671 -0.8193 3.1314  -1.191
H -3.7128 -3.9374 -2.7837  0.517
H -2.1186 -3.8950 -2.0423  0.285
H -2.5372 -2.7348 -3.3061  0.286
H -4.3630 -1.8351 -1.7444  0.903
H -3.0646 -3.3361 0.5543  0.252
H -4.3822 -4.0248 -0.3876  0.547
H -4.6116 -2.5087 0.4782  0.341
H -1.7110 -0.4633 -3.2878  0.180
H -2.7071 2.0450 -1.8776  0.534
H -1.8174 1.9688 -3.3930  0.488
H -1.0385 1.5253 -1.8716  -0.082
H -4.6046 0.3961 -2.7597  0.184
H -4.0658 -0.9899 -3.7092  0.436
H -3.7178 0.6413 -4.2554  0.520
H -4.5466 0.9491 -0.7759  0.271
H -5.9131 2.7492 -0.0152  0.369
H -5.2893 3.7483 1.3023  0.386
H -6.3748 2.4100 1.6510  0.421
H -3.8590 2.4738 3.1348  0.418
H -1.9996 0.9250 3.4255  0.875
H -3.4035 -1.9879 2.0723  -0.598
H -4.1359 -1.2220 3.4709  0.313
H -3.8630 -2.9646 3.4718  0.615
H -2.8537 -2.4652 5.6504  0.418
H -1.6606 -2.4296 7.7278  0.393
H -0.1632 -1.4990 7.8327  0.378
H -0.1094 -3.2112 7.4329  0.299
H 1.2694 -1.4150 5.5985  0.497
H 2.2743 -1.6450 3.2309  0.602
H 1.9980 0.0303 3.6676  0.613
H 1.5523 -0.5337 2.0793  -0.008
N 0.2623 1.2177 1.1708  0.524
C 0.6777 2.0103 1.9027  -1.918
N 1.1866 2.9007 2.7087  1.164
C 0.4462 3.3492 3.8949  -0.495
C 0.5444 4.8710 4.0183  -0.837
C 1.9077 5.3894 3.5237  -0.427
C 2.9730 4.3007 3.6137  -1.136
C 2.6405 3.1628 2.6532  -0.360
H 0.8637 2.8553 4.7770  0.461
H -0.5868 3.0213 3.7928  0.083
H 0.3906 5.1367 5.0656  0.454
H -0.2607 5.3395 3.4504  0.255
H 2.2085 6.2657 4.0961  0.448
H 1.8289 5.7088 2.4816  0.112
H 3.0401 3.9267 4.6381  0.395
H 3.9580 4.6898 3.3563  0.482
H 3.1968 2.2543 2.9003  0.297
H 2.8939 3.4416 1.6279  0.214
C -2.5846 5.2229 -0.3491  -1.183
S -1.2580 4.0179 -0.1358  0.466
C 0.0800 5.1584 0.2732  -0.956
H -2.7583 5.7688 0.5775  0.334
H -3.4875 4.6717 -0.6077  0.292
H -2.3499 5.9199 -1.1521  0.381
H 0.2133 5.8922 -0.5210  0.619
H 0.9957 4.5728 0.3689  -0.132
H -0.1188 5.6680 1.2150  0.203
C 2.6999 -0.4622 -3.3810  -1.205
C 1.2463 -0.1324 -3.2827  0.801
C 0.6742 0.6631 -4.4117  -1.347
O 0.5358 -0.5003 -2.3528  0.294
H 3.2284 0.2984 -3.9539  0.450
H 2.7798 -1.4012 -3.9399  0.400
H 3.1566 -0.5833 -2.4044  0.071
H 1.1554 0.4043 -5.3539  0.478
H 0.9022 1.7151 -4.2101  0.312
H -0.4032 0.5508 -4.4822  0.135
N 6.2947 3.7997 -1.1872  -0.538
C 5.4429 3.0513 -0.9964  -0.395
C 4.3777 2.1182 -0.7464  0.190
C 3.0755 2.4137 -1.1598  -0.853
C 2.0565 1.5236 -0.8847  0.482
C 2.2568 0.2939 -0.2193  3.112
C 3.5739 0.0433 0.1681  -1.278
C 4.6217 0.9293 -0.0753  -0.925
H 2.8768 3.3452 -1.6771  0.535
H 1.0571 1.8230 -1.1888  -0.193
H 3.8303 -0.8738 0.6865  0.083
H 5.6281 0.6964 0.2493  0.518

Cartesian forces (eV/Å) of the 2 atoms listed first:
Zr 0.5 0.4 0.0
C -0.1 0.0 -0.1

An isolated molecule of C5H3FN2, computed with the ωB97M-V functional and the def2-TZVPD basis.

Summary:
Kohn-Sham gap = 9.576 eV
E = -10929.593 eV
SMILES = N#Cc1[nH]ccc1F
ΔE to the lowest compared entry with this formula, charge and spin = 0.0 kcal per mole

Last column: Mulliken charge in e.
Atoms and positions in Å:
N -4.1678 -1.5199 0.1365  -0.453
C -3.2272 -0.8858 -0.0019  0.302
C -2.0370 -0.2204 -0.1276  -0.198
N -0.8628 -0.9051 0.0680  -0.029
C 0.1752 -0.0043 0.1178  -0.681
C -0.2375 1.2587 0.0126  -0.378
C -1.6423 1.2180 -0.0406  0.579
F -2.3782 2.3209 -0.1611  -0.278
H -0.9032 -1.8279 0.2887  0.154
H 1.0984 -0.3813 0.2061  0.522
H 0.1690 2.2148 -0.1182  0.462

Cartesian forces (eV/Å) of the 2 atoms listed first:
N -1.0 -0.6 0.1
C -0.9 -0.2 0.0

A cluster of 7 separate species, C12H38N4O12 in total, computed with the ωB97M-V functional and the def2-TZVPD basis.

Summary:
Kohn-Sham gap = 9.514 eV
E = -43587.809 eV
SMILES = NC(N)=O.NC(N)=O.OCCO.OCCO.OCCO.OCCO.OCCO
ΔE to the lowest compared entry with this formula, charge and spin = 61.6 kcal per mole

Last column: Mulliken charge in e.
Atoms and positions in Å:
N 2.5998 -2.4259 -2.1692  -0.406
C 1.3913 -2.2010 -1.5715  0.414
N 0.5166 -1.5683 -2.3462  -0.269
O 1.1581 -2.4488 -0.3827  -0.600
H 2.9393 -2.3658 -3.1110  0.159
H 3.3619 -2.5543 -1.5200  0.238
H -0.3000 -1.2179 -1.8358  0.410
H 0.8170 -1.4219 -3.2912  0.175
N -0.4611 0.4901 5.3573  -0.417
C -0.0838 -0.4822 4.5037  0.662
N 1.2742 -0.4586 4.3209  -0.339
O -0.8424 -1.3132 4.0042  -0.641
H 0.2576 0.9968 5.8303  0.171
H -1.4512 0.6014 5.4978  0.225
H 1.6085 0.4616 4.5154  0.144
H 1.6970 -1.2044 3.7962  0.206
O 4.2209 0.4517 3.9026  -0.556
C 3.9475 1.0838 2.6873  -0.537
C 4.0737 0.1201 1.4940  -0.308
O 2.8439 -0.4270 1.1152  -0.262
H 4.3006 1.1027 4.6034  0.311
H 3.1422 1.8288 2.7349  0.283
H 4.7061 1.8710 2.5263  0.463
H 4.8593 -0.6041 1.7317  0.361
H 4.3734 0.5521 0.5337  0.176
H 2.6511 -0.2225 0.2022  -0.116
O -5.2838 1.6985 -2.2212  -0.510
C -5.0469 2.2376 -0.9294  -0.377
C -4.1645 3.4700 -0.8911  -0.313
O -2.8330 3.1909 -1.3199  -0.468
H -4.5785 1.1097 -2.5019  0.298
H -6.0291 2.4410 -0.4850  0.346
H -4.8584 1.4725 -0.1647  0.234
H -4.2321 3.8879 0.1169  0.284
H -4.6219 4.2073 -1.5500  0.291
H -2.3122 2.8641 -0.5789  0.219
O -1.3606 -0.8193 -0.5678  -0.738
C -1.3432 0.1574 0.4842  -0.953
C 0.0541 0.7644 0.8948  1.558
O 0.0559 2.0627 0.4036  -0.536
H -0.6658 -1.4451 -0.2768  0.306
H -2.0919 0.9486 0.4462  0.375
H -1.7462 -0.3649 1.3597  0.383
H 0.7562 0.1699 0.3085  -0.757
H 0.1939 0.7465 1.9772  0.081
H 0.9592 2.3911 0.3125  0.242
O -4.0583 -4.9529 -2.6446  -0.505
C -4.3817 -4.5255 -1.3232  -0.633
C -3.5215 -3.4250 -0.7491  -0.040
O -3.9414 -2.1099 -1.1116  -0.530
H -3.6586 -5.8128 -2.5124  0.317
H -5.4407 -4.2676 -1.2569  0.265
H -4.2358 -5.4218 -0.7126  0.343
H -2.4789 -3.5595 -1.0574  0.120
H -3.4441 -3.4383 0.3429  0.301
H -3.1404 -1.5760 -1.1553  0.360
O 2.9195 2.4230 -0.9100  -0.491
C 2.5932 1.7124 -2.0754  0.194
C 3.7395 1.5947 -3.1023  -0.557
O 4.2984 2.8630 -3.2726  -0.536
H 3.7382 2.8267 -1.2374  0.361
H 2.1317 0.7340 -1.8927  -0.232
H 1.7401 2.2542 -2.5075  0.366
H 3.2395 1.2427 -4.0123  0.345
H 4.4363 0.7912 -2.8418  0.334
H 5.0123 2.8125 -3.9140  0.308

Cartesian forces (eV/Å) of the 2 atoms listed first:
N 2.0 -0.7 1.1
C 0.2 0.3 0.7

Please write out number 2 again, unchanged.
An isolated molecule of C5H3FN2, computed with the ωB97M-V functional and the def2-TZVPD basis.

Summary:
Kohn-Sham gap = 9.576 eV
E = -10929.593 eV
SMILES = N#Cc1[nH]ccc1F
ΔE to the lowest compared entry with this formula, charge and spin = 0.0 kcal per mole

Last column: Mulliken charge in e.
Atoms and positions in Å:
N -4.1678 -1.5199 0.1365  -0.453
C -3.2272 -0.8858 -0.0019  0.302
C -2.0370 -0.2204 -0.1276  -0.198
N -0.8628 -0.9051 0.0680  -0.029
C 0.1752 -0.0043 0.1178  -0.681
C -0.2375 1.2587 0.0126  -0.378
C -1.6423 1.2180 -0.0406  0.579
F -2.3782 2.3209 -0.1611  -0.278
H -0.9032 -1.8279 0.2887  0.154
H 1.0984 -0.3813 0.2061  0.522
H 0.1690 2.2148 -0.1182  0.462

Cartesian forces (eV/Å) of the 2 atoms listed first:
N -1.0 -0.6 0.1
C -0.9 -0.2 0.0

- What is the E in the first record?
  -77080.295 eV